(1)
The following is a DFT calculation (ωB97M-V/def2-TZVPD) of C50H32BrIN4W as an isolated structure.

ORCA input file:
```
! wB97M-V def2-TZVPD RIJCOSX def2/J DEFGRID3
* xyz 2 3
W 0.4651 0.0981 -0.0617
C -2.8366 4.8716 5.2658
C -2.6926 5.3145 3.9577
C -2.1109 4.4950 3.0036
C -1.6531 3.2272 3.3550
C -1.7772 2.7957 4.6764
C -2.3749 3.6122 5.6247
C -1.0417 2.3108 2.3649
C -1.7478 1.9430 1.2066
C -2.9736 2.4740 0.7216
C -3.2925 1.8150 -0.4363
C -2.3183 0.8022 -0.6139
N -1.3534 0.9296 0.3556
C -2.4218 -0.3423 -1.4355
C -1.7465 -1.5102 -1.1267
C -2.1056 -2.8265 -1.5428
C -1.4084 -3.6936 -0.7667
C -0.5391 -2.9304 0.0907
C 0.5081 -3.4589 0.9000
C 0.3964 -4.7657 1.5774
C 1.4605 -5.3021 2.3228
C 1.3510 -6.5232 2.9611
C 0.1604 -7.2324 2.9163
C -0.9333 -6.6800 2.2681
C -0.8219 -5.4638 1.6196
C 1.6823 -2.6718 0.9270
N 1.6372 -1.3125 0.8270
C 2.9245 -0.8235 0.7170
C 3.1907 0.5324 0.9953
C 4.3859 1.2033 0.4702
C 4.8475 2.4266 0.9722
C 5.9304 3.0642 0.3936
C 6.5584 2.5137 -0.7166
C 6.0964 1.3173 -1.2464
C 5.0229 0.6697 -0.6619
C 2.2623 1.2017 1.8911
C 2.4645 1.9626 3.0728
C 1.2251 2.3556 3.5078
C 0.2609 1.8659 2.5793
N 0.9381 1.1071 1.6469
C 3.8190 -1.9408 0.6567
C 3.0670 -3.0592 0.8552
N -0.7418 -1.6009 -0.1656
C -3.4484 -0.3611 -2.5169
C -3.0929 0.0103 -3.8098
C -4.0393 -0.0203 -4.8261
C -5.3419 -0.4158 -4.5534
C -5.7016 -0.7780 -3.2615
C -4.7570 -0.7534 -2.2440
H -3.3015 5.5089 6.0066
H -3.0291 6.3061 3.6826
H -1.9683 4.8611 1.9932
H -1.4294 1.8069 4.9526
H -2.4786 3.2627 6.6438
H -3.5417 3.2571 1.1983
H -4.1587 1.9592 -1.0640
H -2.8216 -3.0612 -2.3157
H -1.4344 -4.7679 -0.8276
H 2.3715 -4.7442 2.4479
H 2.1938 -6.9137 3.5170
H 0.0728 -8.1875 3.4171
H -1.8878 -7.1895 2.2881
H -1.7115 -5.0377 1.1858
H 4.3632 2.8871 1.8203
H 6.2843 3.9996 0.8068
H 7.3960 3.0237 -1.1751
H 6.5677 0.8934 -2.1242
H 4.6549 -0.2470 -1.1023
H 3.4064 2.1394 3.5674
H 1.0060 2.9421 4.3867
H 4.8940 -1.8920 0.5807
H 3.4373 -4.0695 0.8673
H -2.0758 0.3268 -4.0228
H -3.7598 0.2673 -5.8324
H -6.0780 -0.4396 -5.3471
H -6.7183 -1.0779 -3.0423
H -5.0304 -1.0377 -1.2331
Br 1.3386 -0.9755 -2.4920
C 0.9205 0.3384 -3.8080
C 0.7837 -0.1038 -5.1096
C 0.4481 0.8191 -6.0920
C 0.2516 2.1539 -5.7717
C 0.4027 2.5962 -4.4629
C 0.7385 1.6731 -3.4900
I 0.9846 2.4296 -1.5424
H 0.9373 -1.1475 -5.3522
H 0.3418 0.4827 -7.1147
H -0.0187 2.8650 -6.5415
H 0.2655 3.6398 -4.2129
*
```

relative energy (zero: lowest compared OMol25 entry of this formula, charge and spin)	33.7	kcal/mol
maximum force	0.895	eV/Å
orbital gap (alpha / beta)	4.8 / 5.3	eV
calculated total energy	-138284.520	eV
HOMO level (alpha / beta)	-11.65 / -12.12	eV

(2)
The following is a DFT calculation (ωB97M-V/def2-TZVPD) of C50H34BrClGdN5O3P as an isolated structure in a non-equilibrium geometry.

ORCA input file:
```
! wB97M-V def2-TZVPD RIJCOSX def2/J DEFGRID3
* xyz 1 8
Gd 0.0126 -1.0355 0.5872
O -7.0855 -0.8802 0.7643
C -6.3132 -0.5746 -0.1369
O -6.4366 -0.0276 -1.2444
C -4.8871 -1.1133 0.0834
C -4.0889 -1.4522 -1.0248
C -2.7832 -1.9093 -0.7698
N -2.2630 -1.8382 0.4429
C -2.9813 -1.4358 1.5125
C -4.3431 -1.1263 1.3707
C -2.3109 -1.4035 2.8348
C -3.0139 -1.2108 4.0288
C -2.2482 -1.2741 5.1855
C -0.8569 -1.4882 5.1590
C -0.3081 -1.5867 3.9044
N -0.9871 -1.5146 2.7821
C -1.9023 -2.4480 -1.8359
C -2.4452 -3.1324 -2.9584
C -1.4983 -3.4610 -3.9434
C -0.1757 -3.1623 -3.8218
C 0.2679 -2.5602 -2.6389
N -0.6086 -2.2194 -1.6532
H -4.5496 -1.4702 -1.9988
H -5.0203 -0.8775 2.1508
H -4.0723 -0.9940 4.0432
H -2.6732 -1.1062 6.1658
H -0.2550 -1.5144 6.0882
H 0.7517 -1.6740 3.7979
H -3.4702 -3.3551 -2.9001
H -1.8379 -4.1054 -4.7618
H 0.5564 -3.4911 -4.5690
H 1.2873 -2.3396 -2.4105
Br 1.1920 3.8244 6.5459
C 0.7003 2.8407 5.0571
C -0.6220 2.9872 4.5562
C -1.0697 2.2752 3.4460
C -0.1290 1.4965 2.7371
O -0.4470 0.9070 1.6291
C 1.2056 1.3827 3.2651
C 2.1825 0.4853 2.7028
N 2.0998 -0.4395 1.8086
C 3.2566 -1.1136 1.4200
C 4.5181 -0.5224 1.3432
C 5.6430 -1.2239 0.8940
C 5.4918 -2.5350 0.5311
C 4.2529 -3.1883 0.5401
C 4.0739 -4.4935 0.0847
C 2.7920 -4.9888 -0.0099
C 1.7187 -4.1491 0.2873
N 1.8209 -2.8981 0.7333
C 3.1451 -2.4405 0.9738
C 1.6005 2.0653 4.4336
H -1.2201 3.8053 4.8854
H -2.0740 2.4773 3.0451
H 3.1604 0.5740 3.2172
H 4.5142 0.5463 1.5727
H 6.5902 -0.8052 0.7785
H 6.3184 -3.1374 0.1780
H 4.8965 -5.1289 -0.2470
H 2.6062 -5.9910 -0.3146
H 0.7079 -4.4906 0.1384
H 2.6518 2.0522 4.7819
Cl 2.9751 -0.0750 -2.0704
C 1.8289 0.1665 -3.3519
C 2.1328 -0.3916 -4.5729
C 1.2252 -0.3930 -5.6254
C -0.0126 0.2084 -5.4554
C -0.2913 0.8793 -4.2974
C 0.5733 0.7899 -3.1874
P 0.1094 1.3218 -1.4835
C 1.2072 2.6941 -0.9714
C 2.4277 3.0053 -1.5580
C 3.3907 3.7359 -0.8334
C 2.9996 4.3321 0.3704
C 1.7023 4.1918 0.8254
C 0.7638 3.3653 0.1714
C -1.4199 2.2967 -1.6641
C -1.3594 3.5652 -2.1895
C -2.5330 4.3247 -2.3727
C -3.7506 3.7406 -2.0668
C -3.8475 2.4373 -1.5904
C -2.6940 1.7177 -1.3911
H 3.1266 -0.7996 -4.7170
H 1.5331 -0.8231 -6.5764
H -0.7001 0.3182 -6.2799
H -1.2064 1.4085 -4.1415
H 2.7068 2.5168 -2.5206
H 4.4095 3.7676 -1.2385
H 3.7140 4.8986 0.9559
H 1.2693 4.6364 1.6898
H -0.2035 3.2455 0.6074
H -0.4358 4.0874 -2.4464
H -2.4688 5.3574 -2.6900
H -4.6708 4.3791 -2.1730
H -4.8297 1.9438 -1.5090
H -2.7104 0.7588 -0.8952
*
```

maximum force	3.575	eV/Å
orbital gap (alpha / beta)	6.4 / 3.9	eV
calculated total energy	-178680.848	eV
HOMO level (alpha / beta)	-9.90 / -9.89	eV

(3)
The following is a DFT calculation (ωB97M-V/def2-TZVPD) of C50H34MoN12 as an isolated structure in a non-equilibrium geometry.

ORCA input file:
```
! wB97M-V def2-TZVPD RIJCOSX def2/J DEFGRID3
* xyz 2 3
Mo -10.4210 -18.3870 0.8225
C -9.1773 -19.5090 -5.7884
C -9.3396 -18.1349 -5.8830
C -9.7016 -17.3728 -4.8032
C -9.7500 -17.9733 -3.5426
C -9.9819 -17.4287 -2.1857
N -10.3646 -18.5150 -1.4003
C -10.2954 -19.6207 -2.1491
N -10.8976 -20.7720 -1.9704
C -11.3847 -20.9791 -0.7642
C -12.2364 -22.1274 -0.5131
C -12.7187 -23.0530 -1.4233
C -13.0883 -24.3329 -1.0291
C -12.8926 -24.7621 0.2760
C -12.3810 -23.8614 1.2333
C -11.9796 -22.5796 0.7796
C -11.0640 -21.6002 1.3277
N -10.5124 -21.9549 2.4649
C -9.7338 -21.1314 3.1651
N -9.6115 -19.8106 2.8971
C -8.8172 -19.3044 3.8833
N -8.4063 -18.0534 4.1140
C -8.3905 -17.2417 3.0574
N -8.6588 -17.5752 1.7306
C -7.6762 -17.0443 1.0001
N -9.6531 -16.2786 -1.7713
C -7.0367 -15.9944 1.7491
C -5.9686 -15.1072 1.5064
C -5.5076 -14.2612 2.5347
C -6.0925 -14.3488 3.8068
C -7.0688 -15.3026 4.1319
C -7.5895 -16.0824 3.0612
C -8.6406 -20.2619 4.9583
C -7.8957 -20.2031 6.1757
C -7.5124 -21.4456 6.7124
C -7.9134 -22.6951 6.1585
C -8.7828 -22.7140 5.0412
C -9.1130 -21.4824 4.4648
N -10.8035 -20.5825 0.4373
C -9.7731 -19.3647 -3.4732
C -9.4041 -20.1341 -4.5792
H -8.8489 -20.1030 -6.6481
H -9.0593 -17.5819 -6.8015
H -10.0476 -16.3518 -4.9416
H -12.7834 -22.8473 -2.4824
H -13.4615 -24.9865 -1.7775
H -13.1231 -25.8165 0.4734
H -12.2142 -24.1855 2.2366
H -5.4731 -15.0482 0.5167
H -4.6468 -13.6083 2.4083
H -5.7939 -13.6407 4.5865
H -7.4055 -15.4839 5.1499
H -7.5766 -19.2769 6.6136
H -6.9212 -21.5405 7.6164
H -7.5731 -23.5964 6.6045
H -9.1638 -23.6528 4.6758
H -9.1958 -21.1820 -4.4875
C -10.0833 -15.4892 -0.7111
N -10.9996 -16.1371 0.2344
C -12.3256 -16.1180 -0.4448
C -13.1680 -17.3185 -0.0810
C -14.4962 -17.2996 -0.5176
C -15.3221 -18.4419 -0.3497
C -14.7702 -19.4668 0.3748
C -13.4625 -19.3965 0.8586
N -12.6158 -18.3766 0.5129
C -11.0220 -15.4079 1.4912
C -11.6530 -16.2077 2.6100
C -12.4301 -15.5850 3.6062
C -13.0008 -16.3479 4.6430
C -12.7549 -17.7302 4.5659
C -11.9912 -18.3001 3.5685
N -11.4335 -17.5300 2.5963
C -7.2266 -17.9229 -0.0754
C -6.0047 -17.6424 -0.7347
C -5.3629 -18.6415 -1.4473
C -6.0884 -19.7993 -1.7126
C -7.2907 -20.0104 -1.0656
N -7.8960 -19.1150 -0.2299
H -9.2019 -15.1852 -0.1531
H -10.5543 -14.5679 -1.1272
H -12.1886 -16.1613 -1.5522
H -12.8752 -15.2020 -0.1904
H -14.8345 -16.4357 -1.0434
H -16.2844 -18.4809 -0.8667
H -15.3163 -20.3887 0.5761
H -13.0393 -20.2265 1.4334
H -11.5044 -14.4333 1.3111
H -9.9727 -15.2075 1.7750
H -12.5171 -14.4865 3.5214
H -13.4703 -15.8648 5.5075
H -13.2020 -18.4030 5.3193
H -11.7601 -19.3719 3.5611
H -5.6053 -16.6510 -0.6560
H -4.3503 -18.4548 -1.7031
H -5.6990 -20.5849 -2.3748
H -7.7995 -20.9612 -1.2571
*
```

maximum force	2.956	eV/Å
orbital gap (alpha / beta)	4.8 / 5.6	eV
calculated total energy	-72124.938	eV
HOMO level (alpha / beta)	-11.50 / -12.50	eV